No. 1
C4H4O2 | ωB97M-V/def2-TZVPD

Element x y z (Å)
C: -2.00 0.38 1.36
C: -1.06 0.38 0.60
C: 0.13 0.31 -0.22
O: 0.54 1.47 -0.75
C: 1.00 -0.85 -0.22
O: 0.63 -0.69 -1.56
H: -2.85 0.37 2.01
H: 1.04 1.06 -1.50
H: 2.04 -0.71 0.07
H: 0.54 -1.73 0.21

Calculated values
energy above the lowest of the compared OMol25 structures with the same formula, charge and spin: 384.6 kJ/mol
2S+1: 1
orbital gap: 9.77 eV
E_tot: -8303.09141 eV
total charge: 0
E_LUMO: 0.09 eV
SMILES: C#C[C@@]1(O)CO1
molar mass: 84.07 Da

Here are the Mulliken charges for atoms 1 to 5, given in e: 0.4373 -0.6993 0.3021 -0.4985 -0.2849



No. 2
C3H2FO | ωB97M-V/def2-TZVPD

Element x y z (Å)
C: -0.69 -0.12 0.60
C: -0.57 0.32 -0.63
C: 0.74 -0.35 0.31
O: 1.45 -1.33 0.17
H: -1.16 0.11 1.56
H: -0.96 0.30 -1.64
F: 1.19 1.06 -0.37

Calculated values
energy above the lowest of the compared OMol25 structures with the same formula, charge and spin: 260.3 kJ/mol
2S+1: 2
orbital gap (alpha / beta): 8.94 / 9.54 eV
E_tot: -7902.42450 eV
expectation value of S²: 0.762
total charge: 0
E_LUMO (alpha / beta): 0.15 / -1.18 eV
molar mass: 73.05 Da

Here are the Mulliken charges for atoms 1 to 5, given in e: -0.3098 -0.2444 0.6323 -0.4689 0.3127



No. 3
C23H43AsN4OS3Tl | ωB97M-V/def2-TZVPD

Element x y z (Å)
Tl: 12.98 9.74 14.62
C: 9.61 5.33 8.55
C: 9.26 5.82 9.94
C: 9.40 7.36 10.06
N: 10.80 7.87 9.87
C: 11.74 8.08 10.80
S: 11.50 7.81 12.40
N: 12.95 8.54 10.35
C: 13.34 8.74 9.03
O: 14.40 8.34 8.61
C: 12.36 9.50 8.15
C: 11.81 10.66 8.73
C: 10.88 11.46 8.08
C: 10.58 11.11 6.77
C: 11.21 10.07 6.08
C: 12.16 9.27 6.76
H: 9.71 4.18 8.52
H: 10.61 5.78 8.30
H: 8.92 5.62 7.75
H: 10.05 5.39 10.66
H: 8.27 5.52 10.34
H: 9.14 7.79 11.04
H: 8.88 7.91 9.34
H: 11.11 7.72 8.92
H: 13.74 8.36 10.99
H: 12.15 10.84 9.76
H: 10.45 12.36 8.55
H: 9.84 11.66 6.19
H: 10.95 9.83 5.06
H: 12.60 8.43 6.30
C: 6.62 11.32 14.50
C: 7.80 11.01 15.39
C: 8.93 10.21 14.69
C: 9.68 10.95 13.56
N: 10.19 12.24 14.06
C: 11.36 12.73 13.79
S: 12.62 11.94 12.87
N: 11.60 14.00 14.09
C: 10.54 14.93 14.63
C: 11.11 16.32 14.73
C: 11.60 16.93 13.41
C: 10.63 16.80 12.15
H: 5.84 11.83 15.05
H: 6.21 10.42 14.07
H: 7.01 11.98 13.70
H: 7.51 10.46 16.26
H: 8.23 11.93 15.77
H: 8.50 9.22 14.40
H: 9.72 9.95 15.48
H: 8.97 11.22 12.76
H: 10.43 10.34 13.04
H: 9.65 12.82 14.60
H: 12.58 14.25 14.10
H: 10.20 14.65 15.68
H: 9.71 14.88 13.86
H: 11.90 16.29 15.45
H: 10.25 16.87 15.06
H: 12.54 16.56 13.17
H: 11.78 18.01 13.69
H: 10.54 15.77 11.90
H: 10.90 17.39 11.28
H: 9.60 17.17 12.38
C: 16.71 7.18 14.62
As: 16.29 7.91 12.87
C: 17.95 7.90 11.89
C: 15.40 6.44 11.92
S: 15.34 9.79 13.05
H: 17.05 6.15 14.68
H: 15.93 7.38 15.32
H: 17.49 7.78 15.00
H: 18.50 7.04 12.17
H: 18.63 8.81 11.92
H: 17.86 7.68 10.84
H: 15.46 6.59 10.82
H: 14.34 6.48 12.19
H: 15.81 5.53 12.27

Calculated values
energy above the lowest of the compared OMol25 structures with the same formula, charge and spin: 32.4 kJ/mol
2S+1: 1
orbital gap: 8.56 eV
E_tot: -130590.35215 eV
total charge: +1
E_LUMO: -2.08 eV
molar mass: 767.13 Da

Here are the Mulliken charges for atoms 1 to 5, given in e: 0.4830 -1.0654 -0.0969 -1.0668 0.1638



No. 4
C19H36N4O7PdSi2Te | ωB97M-V/def2-TZVPD

Element x y z (Å)
Pd: -1.24 0.08 0.41
O: 0.40 2.54 -1.20
C: -0.07 2.50 -0.06
O: -1.31 2.33 0.24
C: 0.90 2.50 1.10
C: 1.40 3.64 1.68
C: 2.37 3.52 2.68
C: 2.84 2.30 3.10
C: 2.30 1.16 2.54
C: 1.32 1.20 1.52
O: 0.85 0.15 0.93
N: 2.82 -0.12 3.04
O: 2.11 -1.11 2.97
O: 3.94 -0.13 3.51
N: 2.90 4.74 3.30
O: 2.45 5.81 2.92
O: 3.75 4.61 4.17
H: 1.08 4.62 1.35
H: 3.60 2.23 3.87
N: -1.74 0.75 2.55
C: -1.17 0.02 3.69
C: -2.00 -1.21 4.04
C: -2.28 -2.15 2.86
C: -1.01 -2.65 2.18
N: -0.83 -2.08 0.82
H: -1.29 1.66 2.41
H: -2.72 0.96 2.71
H: -1.08 0.66 4.57
H: -0.16 -0.28 3.40
H: -2.96 -0.89 4.48
H: -1.48 -1.75 4.83
H: -2.90 -1.63 2.12
H: -2.88 -2.99 3.21
H: -1.00 -3.74 2.11
H: -0.12 -2.36 2.74
H: -1.26 -2.67 0.12
H: 0.17 -2.04 0.61
C: 3.60 1.44 -1.08
Si: 2.86 0.69 -2.62
C: 2.20 1.99 -3.79
C: 4.15 -0.34 -3.50
C: 1.50 -0.55 -2.13
Te: -0.53 0.09 -2.21
C: -1.32 -1.85 -2.71
Si: -3.20 -1.89 -2.67
C: -3.81 -3.65 -2.82
C: -3.86 -0.86 -4.08
C: -3.80 -1.17 -1.03
H: 4.46 2.07 -1.33
H: 3.95 0.67 -0.39
H: 2.87 2.06 -0.57
H: 3.02 2.56 -4.21
H: 1.53 2.68 -3.27
H: 1.65 1.53 -4.62
H: 4.99 0.29 -3.83
H: 3.74 -0.82 -4.39
H: 4.56 -1.12 -2.86
H: 1.66 -0.91 -1.11
H: 1.53 -1.40 -2.81
H: -0.87 -2.58 -2.04
H: -0.98 -2.08 -3.72
H: -3.42 -4.12 -3.72
H: -4.90 -3.69 -2.86
H: -3.49 -4.26 -1.96
H: -3.56 -1.29 -5.04
H: -3.47 0.16 -4.05
H: -4.94 -0.80 -4.06
H: -4.86 -1.41 -0.87
H: -3.71 -0.08 -1.00
H: -3.25 -1.58 -0.18

Calculated values
energy above the lowest of the compared OMol25 structures with the same formula, charge and spin: 21.8 kJ/mol
2S+1: 3
orbital gap (alpha / beta): 7.88 / 7.04 eV
E_tot: -67105.16905 eV
expectation value of S²: 2.008
total charge: 0
E_LUMO (alpha / beta): -0.11 / -1.46 eV
molar mass: 722.71 Da

Here are the Mulliken charges for atoms 1 to 5, given in e: 0.3823 -0.5632 -0.5965 -0.8250 0.1865



No. 5
C21H30ClN3O3S | ωB97M-V/def2-TZVPD

Element x y z (Å)
C: -4.25 -2.89 -0.12
C: -2.92 -2.19 0.05
C: -2.83 -0.91 -0.79
C: -1.43 -0.28 -0.72
O: -0.69 -0.32 -1.69
N: -1.10 0.27 0.46
C: 0.20 0.89 0.67
C: 0.17 2.31 0.10
C: 1.50 3.08 0.02
C: 2.70 2.26 -0.48
C: 3.58 1.66 0.61
N: 2.94 0.67 1.47
C: 3.33 -0.63 1.61
O: 2.98 -1.31 2.57
C: 4.09 -1.28 0.50
S: 3.74 -1.03 -1.17
C: 4.91 -2.18 -1.68
C: 5.11 -2.49 -3.13
C: 5.55 -2.72 -0.61
C: 5.08 -2.21 0.63
Cl: 5.75 -2.74 2.13
C: 2.00 1.17 2.47
C: 0.56 0.77 2.15
N: -3.90 0.05 -0.49
C: -4.85 0.44 -1.53
C: -5.65 1.56 -0.87
C: -5.56 1.24 0.62
C: -4.26 0.47 0.74
O: -3.65 0.25 1.78
H: -4.27 -3.82 0.45
H: -5.08 -2.28 0.25
H: -4.45 -3.14 -1.16
H: -2.74 -1.96 1.09
H: -2.10 -2.84 -0.29
H: -2.95 -1.17 -1.84
H: -1.80 0.28 1.20
H: 0.91 0.30 0.09
H: -0.22 2.21 -0.92
H: -0.56 2.90 0.67
H: 1.34 3.91 -0.67
H: 1.75 3.54 0.98
H: 2.37 1.49 -1.17
H: 3.36 2.92 -1.06
H: 4.46 1.20 0.16
H: 3.95 2.46 1.26
H: 5.90 -3.23 -3.24
H: 4.20 -2.88 -3.58
H: 5.41 -1.60 -3.68
H: 6.33 -3.47 -0.68
H: 2.27 0.76 3.45
H: 2.11 2.25 2.51
H: -0.13 1.37 2.76
H: 0.42 -0.27 2.44
H: -4.32 0.76 -2.43
H: -5.48 -0.41 -1.80
H: -5.16 2.52 -1.07
H: -6.67 1.62 -1.25
H: -5.56 2.10 1.27
H: -6.37 0.57 0.94

Calculated values
energy above the lowest of the compared OMol25 structures with the same formula, charge and spin: 10.6 kJ/mol
2S+1: 1
orbital gap: 9.35 eV
E_tot: -56236.57142 eV
total charge: 0
E_LUMO: 0.70 eV
SMILES: CC[C@H](C(=O)N[C@H]1CCCCN(C(=O)c2sc(C)cc2Cl)CC1)N1CCCC1=O
molar mass: 440.01 Da

Here are the Mulliken charges for atoms 1 to 5, given in e: -1.3151 -0.5302 -0.3417 -0.2419 -0.7095



No. 6
C27H86BIN3O17P2S | ωB97M-V/def2-TZVPD

Element x y z (Å)
C: 3.82 -3.47 0.07
C: 3.48 -2.70 -1.23
C: 2.08 -2.07 -1.17
C: 2.06 -0.91 -0.17
C: 0.64 -0.49 0.26
C: 0.37 -0.91 1.73
C: -0.33 -2.28 1.77
C: -1.86 -2.09 1.69
C: -2.50 -2.83 0.52
C: -3.96 -3.18 0.73
P: -4.12 -4.75 1.77
N: -2.72 -5.29 2.26
N: -4.74 -2.10 1.42
C: -5.12 -0.96 0.53
C: -5.72 0.16 1.39
B: -5.68 1.57 0.65
O: -6.74 2.43 0.83
O: -4.57 1.91 -0.10
C: -6.19 -1.53 -0.44
I: -6.00 -0.53 -2.35
N: -6.05 -2.97 -0.72
C: -4.63 -3.31 -0.69
P: -4.34 -4.91 -1.55
O: -5.64 -5.87 -1.42
O: -3.08 -5.63 -0.85
S: -4.01 -4.53 -3.43
H: 3.07 -3.23 0.82
H: 3.77 -4.53 -0.12
H: 4.78 -3.17 0.47
H: 4.19 -1.91 -1.44
H: 3.53 -3.40 -2.06
H: 1.87 -1.66 -2.15
H: 1.36 -2.85 -0.91
H: 2.65 -1.15 0.70
H: 2.56 -0.06 -0.62
H: 0.47 0.56 0.10
H: -0.08 -1.04 -0.35
H: 1.29 -0.91 2.31
H: -0.26 -0.15 2.19
H: 0.01 -2.81 0.88
H: -0.06 -2.79 2.68
H: -2.03 -1.02 1.52
H: -2.33 -2.32 2.65
H: -2.33 -2.25 -0.38
H: -1.98 -3.77 0.39
H: -4.84 -5.68 0.99
H: -4.98 -4.41 2.85
H: -2.68 -5.31 3.27
H: -5.61 -2.51 1.75
H: -4.27 -1.73 2.26
H: -4.27 -0.61 -0.04
H: -6.76 -0.10 1.61
H: -5.22 0.23 2.35
H: -7.28 2.50 0.04
H: -4.72 1.74 -1.03
H: -7.18 -1.33 -0.07
H: -6.53 -3.46 0.03
H: -4.14 -2.57 -1.32
H: -6.23 -5.56 -2.12
H: -3.29 -6.58 -0.81
C: 3.51 2.27 1.28
O: 3.53 1.13 2.15
H: 3.96 1.99 0.34
H: 2.48 2.60 1.11
H: 4.08 3.09 1.72
H: 3.14 1.40 2.99
C: -2.41 -1.10 -4.38
O: -1.69 -2.29 -4.62
H: -1.82 -0.26 -4.75
H: -3.37 -1.11 -4.91
H: -2.59 -0.95 -3.30
H: -2.22 -3.02 -4.29
C: -2.48 2.55 3.39
O: -2.54 2.04 2.05
H: -1.57 2.18 3.84
H: -2.44 3.64 3.38
H: -3.34 2.22 3.98
H: -3.34 2.37 1.64
C: 5.32 4.06 -1.51
O: 4.40 4.56 -0.54
H: 5.43 2.99 -1.37
H: 4.95 4.26 -2.52
H: 6.30 4.54 -1.38
H: 4.33 5.51 -0.69
C: 5.67 0.90 4.80
O: 4.38 1.50 4.87
H: 5.64 0.13 4.04
H: 6.43 1.64 4.53
H: 5.94 0.45 5.76
H: 4.40 2.19 5.54
C: 5.77 8.60 -1.86
O: 5.79 7.47 -0.99
H: 6.22 8.32 -2.81
H: 4.74 8.92 -2.03
H: 6.34 9.42 -1.42
H: 5.39 7.74 -0.16
C: -7.00 -3.70 -5.74
O: -6.25 -2.55 -5.39
H: -7.77 -3.39 -6.44
H: -6.37 -4.45 -6.22
H: -7.48 -4.14 -4.86
H: -5.56 -2.83 -4.77
C: 7.52 9.32 1.26
O: 6.21 9.90 1.27
H: 7.53 8.52 0.53
H: 8.26 10.07 0.99
H: 7.75 8.91 2.25
H: 6.22 10.61 1.92
C: -1.06 2.80 -1.65
O: -1.10 1.65 -0.81
H: -0.60 2.51 -2.60
H: -2.07 3.17 -1.84
H: -0.46 3.59 -1.19
H: -1.50 1.91 0.02
C: -2.82 -2.44 5.78
O: -2.32 -1.72 4.65
H: -2.42 -3.45 5.74
H: -2.50 -1.97 6.71
H: -3.91 -2.49 5.77
H: -2.66 -0.83 4.69
C: 9.22 2.81 -1.08
O: 7.92 2.33 -0.72
H: 9.10 3.50 -1.91
H: 9.69 3.33 -0.24
H: 9.86 1.99 -1.40
H: 8.03 1.72 0.01
C: 0.33 -6.39 -0.07
O: 0.08 -5.99 1.27
H: 1.36 -6.73 -0.13
H: -0.33 -7.22 -0.35
H: 0.19 -5.56 -0.76
H: -0.84 -5.69 1.34
C: 2.01 1.91 -4.40
O: 1.12 2.80 -5.07
H: 2.60 2.48 -3.70
H: 1.44 1.15 -3.86
H: 2.68 1.42 -5.11
H: 0.60 2.28 -5.69

Calculated values
2S+1: 1
orbital gap: 7.44 eV
E_tot: -106852.37758 eV
total charge: +1
E_LUMO: -3.31 eV
molar mass: 956.72 Da

Here are the Mulliken charges for atoms 1 to 5, given in e: -0.9934 -0.7204 -0.3130 -0.8895 0.3226



No. 7
C4H5BClNO4 | ωB97M-V/def2-TZVPD

Element x y z (Å)
O: 1.88 -0.75 -2.28
B: 1.91 -0.70 -0.92
O: 2.82 -0.02 -0.17
C: 0.68 -1.27 -0.25
C: -0.38 -1.58 0.16
Cl: -1.80 -1.99 0.87
H: 2.63 -0.24 -2.68
H: 3.14 0.59 -0.72
N: -0.02 0.30 2.78
C: 0.64 1.02 2.10
O: 1.44 1.76 1.69
H: -0.40 -0.63 2.71
C: -3.21 0.94 -0.79
O: -3.82 -0.01 -0.35
H: -3.33 1.42 -1.80
H: -2.17 1.16 -0.37

Calculated values
energy above the lowest of the compared OMol25 structures with the same formula, charge and spin: 66.0 kJ/mol
2S+1: 1
orbital gap: 10.24 eV
E_tot: -27107.25147 eV
total charge: 0
E_LUMO: 0.13 eV
SMILES: OB(O)C#CCl.N=C=O.C=O
molar mass: 177.35 Da

Here are the Mulliken charges for atoms 1 to 5, given in e: -0.4712 0.3890 -0.4335 -0.4714 0.6162



No. 8
C20H39F3O11 | ωB97M-V/def2-TZVPD

Element x y z (Å)
C: -1.86 4.05 -1.69
C: -2.48 3.46 -0.47
O: -3.19 4.48 0.27
C: -3.59 4.18 1.48
O: -3.40 3.18 2.12
C: -4.50 5.27 2.10
F: -5.77 4.89 2.06
F: -4.12 5.46 3.36
F: -4.40 6.45 1.48
H: -1.19 4.88 -1.45
H: -2.51 4.36 -2.50
H: -1.18 3.32 -2.15
H: -1.72 2.95 0.12
H: -3.26 2.74 -0.77
C: -0.80 0.50 3.35
C: -0.92 -0.31 2.07
C: -2.04 0.18 1.12
O: -1.41 0.10 -0.18
C: -0.11 -0.27 -0.05
O: 0.64 -0.40 -0.95
O: 0.24 -0.16 1.26
H: -1.68 0.24 3.95
H: -0.89 1.58 3.24
H: 0.13 0.28 3.86
H: -1.07 -1.33 2.43
H: -2.38 1.20 1.26
H: -2.82 -0.57 1.07
C: -0.50 4.49 -8.29
O: 0.05 3.50 -7.46
C: -0.88 3.05 -6.52
C: -0.40 1.88 -5.71
O: 0.47 2.25 -4.64
C: 1.12 1.19 -3.99
C: 2.14 0.44 -4.79
O: 1.51 -0.52 -5.65
C: 1.42 -1.82 -5.11
H: 0.30 4.92 -8.88
H: -0.90 5.34 -7.72
H: -1.30 4.07 -8.92
H: -1.73 2.60 -7.07
H: -1.34 3.83 -5.89
H: 0.19 1.27 -6.40
H: -1.24 1.28 -5.33
H: 0.41 0.49 -3.53
H: 1.61 1.65 -3.13
H: 2.88 -0.07 -4.17
H: 2.70 1.10 -5.46
H: 1.01 -1.87 -4.10
H: 2.36 -2.39 -5.04
H: 0.75 -2.33 -5.80
C: 2.13 -2.70 8.24
O: 2.11 -3.64 7.20
C: 0.84 -4.16 6.90
C: 0.78 -4.65 5.51
O: 0.93 -3.60 4.58
C: 1.16 -4.06 3.27
C: 2.64 -4.16 2.85
O: 2.80 -5.28 2.02
C: 3.89 -5.16 1.12
H: 1.26 -2.02 8.13
H: 3.06 -2.14 8.24
H: 1.98 -3.18 9.22
H: 0.03 -3.49 7.22
H: 0.69 -5.04 7.56
H: -0.18 -5.19 5.34
H: 1.49 -5.47 5.34
H: 0.72 -3.27 2.65
H: 0.66 -5.00 3.00
H: 3.24 -4.28 3.77
H: 2.88 -3.22 2.34
H: 4.83 -5.18 1.69
H: 3.85 -4.20 0.60
H: 3.82 -5.99 0.43

Calculated values
2S+1: 1
orbital gap: 9.68 eV
E_tot: -52043.88646 eV
total charge: 0
E_LUMO: 0.53 eV
SMILES: CCOC(=O)C(F)(F)F.C[C@H]1COC(=O)O1.COCCOCCOC.COCCOCCOC
molar mass: 512.51 Da

Here are the Mulliken charges for atoms 1 to 5, given in e: -1.3607 0.1675 -0.2731 0.4083 -0.5603